DFT (the ωB97M-V functional and the def2-TZVPD basis) results for a structure of composition C3H4N2OS.

multiplicity = 1
relative energy (zero: lowest compared OMol25 entry of this formula, charge and spin) = 229.38 kJ/mol
HOMO-LUMO gap = 0.344 hartree
highest occupied orbital energy = -8.81 eV

XYZ file:
```
11
Properties=species:S:1:pos:R:3:nbo_charge:R:1
C 2.11 1.28 0.03 -0.12
C 1.85 -0.03 -0.18 0.03
C 0.08 1.05 0.05 0.40
N 0.95 1.97 0.22 -0.49
N -2.33 -0.41 0.19 -0.99
O 0.55 -0.19 -0.19 -0.43
S -2.00 1.16 -0.17 0.39
H 3.12 1.72 0.10 0.21
H 2.34 -0.95 -0.47 0.21
H -2.88 -0.69 0.93 0.39
H -2.19 -1.04 -0.58 0.39
```